No. 1
DFT (ωB97M-V with the def2-TZVPD basis set) results for a 7-piece molecular cluster, C25H64ClNO9S overall.

The geometry in XYZ format:
```
101
Properties=species:S:1:pos:R:3:forces:R:3
Cl 4.61377 0.29887 2.04240 0.3 -0.3 0.1
S 4.99494 2.20875 1.44530 -0.1 0.3 -0.2
O 1.15806 0.86181 5.45276 0.0 0.0 -0.1
O 3.43606 -3.70796 1.08500 0.0 -0.1 -0.1
O 0.52520 -2.27911 -4.37870 0.0 0.1 0.1
O 0.54587 0.28482 -0.07685 -0.2 0.1 0.1
O -5.97946 -0.16829 -1.02698 0.1 0.0 0.0
O 5.31752 2.11712 0.05659 0.0 -0.1 0.0
O -0.37859 -1.86696 2.31686 0.0 -0.1 0.0
O 5.92766 2.78595 2.35557 0.1 -0.1 0.1
O -3.48699 2.91639 -2.91371 0.0 -0.1 0.0
N 4.36110 2.59995 5.11594 -0.2 0.2 0.0
C -1.40367 -1.99108 -5.82032 0.0 0.0 0.1
C -4.48547 2.34248 -3.76236 0.0 0.1 -0.1
C -1.03925 -3.13006 2.23711 -0.1 0.0 -0.1
C -4.82350 1.69555 0.00488 0.0 0.0 -0.1
C 1.01608 0.55907 -2.43189 0.1 0.0 0.0
C 2.11250 3.51464 4.46433 0.0 -0.3 0.3
C 5.07020 -2.95949 -0.54315 -0.1 0.0 -0.1
C -1.34866 0.46971 -1.59516 0.0 0.0 0.2
C -5.06107 0.19538 0.00660 -0.1 0.1 0.1
C 2.18279 2.26889 2.12262 -0.3 0.1 0.0
C -0.97251 -3.67751 0.82020 0.1 0.0 0.0
C 0.04839 -1.62550 -5.55395 -0.1 -0.1 -0.1
C 5.77198 -4.17420 1.54778 -0.1 0.0 0.1
C -4.03527 2.37709 -5.21435 0.1 0.0 0.0
C 0.07798 0.89266 -1.28495 0.0 -0.2 -0.2
C 0.75939 -0.24976 4.67661 -0.3 0.0 0.1
C 2.91128 2.55628 5.38063 0.2 0.0 0.1
C 2.54030 1.08428 5.27729 0.1 -0.1 0.1
C 3.40363 3.03389 1.60388 -0.2 0.1 -0.2
C -5.82106 3.04304 -3.57084 0.0 0.0 0.1
C 0.94138 -1.93974 -6.74379 0.1 0.0 0.1
C 4.69585 -4.01455 0.48502 0.1 0.1 0.0
C 1.38639 2.93535 3.25437 0.0 0.3 -0.4
C -2.46960 -3.01882 2.73734 0.0 0.0 0.1
C -5.55019 -0.30429 1.35694 0.0 -0.1 0.0
H -1.79292 -1.45902 -6.68945 0.0 0.0 0.0
H 0.55407 -0.66879 -0.21585 0.1 -0.1 0.0
H 1.34228 3.96991 5.09025 0.0 0.0 -0.1
H -3.08005 1.86430 -5.33163 0.0 0.0 0.0
H -2.97069 -3.98756 2.72376 0.0 0.0 0.0
H 5.91026 -3.23332 2.08816 0.0 0.0 0.0
H -1.49477 -3.06440 -6.00898 0.0 0.0 0.0
H 0.11510 -0.56072 -5.32363 0.0 0.0 0.0
H 1.24219 -1.16778 5.02606 0.0 -0.1 -0.1
H -5.70717 -1.38307 1.33487 0.0 0.0 0.0
H -6.59832 2.58177 -4.18098 0.0 0.0 0.0
H -6.81809 0.26387 -0.83563 -0.1 0.0 0.0
H -5.74066 4.09566 -3.85747 0.0 0.0 0.0
H 3.52316 -2.86186 1.53642 0.0 0.1 0.0
H -0.84135 -1.25298 1.73506 0.0 0.1 0.0
H 3.10066 0.53058 6.04330 0.1 0.0 0.0
H 1.97347 -1.66180 -6.53107 0.0 0.0 0.0
H -4.76832 1.90053 -5.86617 0.0 0.0 0.0
H 5.18831 -1.98636 -0.05960 0.1 0.0 0.0
H -6.50311 0.16829 1.61133 0.0 0.0 0.0
H 0.48968 -3.22914 -4.52973 0.0 -0.1 0.0
H -4.08663 1.98436 0.75665 0.0 0.0 0.0
H 2.87406 0.68742 4.31275 0.0 0.2 0.0
H 3.23298 3.34042 0.57220 0.1 0.0 0.0
H -2.02376 -1.74905 -4.95673 0.0 0.0 0.0
H -3.37569 3.84019 -3.16112 0.0 0.0 0.0
H 2.70829 2.86360 6.41332 0.0 0.1 0.0
H -3.90443 3.41100 -5.54617 0.0 0.0 0.0
H 0.06325 -3.75384 0.48840 0.0 0.0 0.0
H -0.31945 -0.36263 4.75582 0.0 0.0 0.1
H 4.28364 -2.86296 -1.29205 0.0 0.0 0.0
H 0.69643 1.05012 -3.35287 0.0 0.0 0.0
H -4.13382 -0.31728 -0.25566 0.0 0.0 0.0
H -4.46855 2.02800 -0.96916 0.1 0.0 0.0
H -5.75744 2.22376 0.22296 0.0 0.0 0.1
H 0.80243 3.74361 2.79926 0.0 0.1 0.1
H 0.09942 1.96706 -1.08900 0.0 0.0 0.1
H 0.66115 2.20672 3.60664 -0.1 0.0 0.0
H 6.72838 -4.45382 1.10406 0.0 0.0 0.0
H 5.48601 -4.93779 2.27125 0.0 0.0 0.0
H 3.64275 3.93062 2.17597 0.0 -0.1 0.1
H -1.50004 -3.00850 0.13313 -0.1 0.0 0.0
H 4.53742 -4.97113 -0.01571 0.0 0.0 0.0
H 4.87674 2.58599 5.98446 0.1 -0.1 0.0
H 1.49606 2.17889 1.28085 0.0 -0.2 0.0
H 0.91944 -3.01160 -6.95962 0.0 0.0 0.0
H 2.41846 1.24553 2.39304 0.2 0.1 0.0
H 1.02588 -0.51937 -2.60895 0.0 0.0 -0.1
H -1.43321 -4.66396 0.75413 0.0 0.0 0.0
H -2.01206 0.72468 -0.76755 0.0 0.1 0.0
H -0.47245 -3.78254 2.90315 0.0 0.0 0.0
H -4.83557 -0.06996 2.14701 0.0 0.0 0.0
H -1.39844 -0.61356 -1.74593 0.1 0.0 -0.1
H -1.72050 0.96543 -2.49221 0.0 0.0 0.0
H 0.61324 -1.40634 -7.63680 0.0 0.0 0.0
H -2.49140 -2.62998 3.75583 0.0 0.0 0.0
H 2.03648 0.87225 -2.20684 0.0 0.0 0.0
H -3.03636 -2.33314 2.10315 -0.1 0.0 -0.1
H 4.62679 3.45607 4.64774 0.0 0.0 0.0
H -6.12919 3.00195 -2.52623 0.0 0.0 0.0
H 1.00033 -0.09637 3.62106 0.0 -0.1 0.0
H 6.00510 -3.20439 -1.04887 0.0 0.0 0.0
H -4.57033 1.30598 -3.43043 0.0 0.0 0.1
H 2.76786 4.34181 4.17105 0.0 0.0 0.0
```
Forces are in eV/Å.

Net charge = 0
Molecular weight = 590.31 Da
HOMO-LUMO gap = 9.6 eV
Lowest unoccupied orbital energy = 0.4628 eV
SMILES = COC[C@@H](N)CCCCS(=O)(=O)Cl.CC(C)O.CC(C)O.CC(C)O.CC(C)O.CC(C)O.CC(C)O
E_HOMO = -9.10 eV

=====

No. 2
DFT (ωB97M-V with the def2-TZVPD basis set) results for C25H24Cl5GeN2O3SeSn as an isolated structure.

The geometry in XYZ format:
```
62
Properties=species:S:1:pos:R:3:forces:R:3
Sn -0.27578 2.00109 -3.04652 0.0 0.2 -0.8
Se -2.02275 -0.59401 1.15612 0.1 0.0 0.5
Ge 0.15486 -0.38739 3.53389 0.0 0.0 -0.2
Cl 0.22299 4.28992 3.20601 0.0 0.0 0.0
Cl 2.73786 4.35577 1.33958 -0.1 0.0 0.0
Cl -2.65867 2.16883 -0.83787 -0.3 0.7 0.1
Cl -2.52127 3.30933 2.07040 0.1 0.0 -0.1
Cl 2.48402 3.37496 -1.62338 -0.2 0.0 0.1
O -3.72525 -0.39167 -2.24739 -0.1 -0.2 0.1
O 1.49344 0.51367 -3.31029 0.5 0.0 -0.1
O -1.17227 0.17522 -2.20043 0.4 0.0 -0.2
N 0.38860 -1.52641 -2.04775 -0.5 -0.7 -0.4
N 1.34469 -0.76132 -1.95093 -0.1 0.6 0.6
C -1.16253 2.79457 -0.21217 -0.3 -0.2 0.5
C 2.57358 -0.75937 -1.55681 0.2 -0.2 0.0
C -1.11170 3.27990 1.09288 -0.1 0.0 0.0
C 4.86895 0.18309 -2.07377 0.0 0.0 0.0
C -1.08553 -1.57654 2.58375 -0.1 0.0 -0.2
C 3.51773 1.59963 -4.12157 -0.1 0.1 0.0
C 2.81607 0.74219 -3.27451 -0.5 0.2 -0.3
C 1.32014 -1.43765 4.67489 0.1 -0.1 0.2
C -1.63220 -3.39270 -1.76169 0.1 0.2 0.0
C -0.94226 0.84545 4.53560 0.0 0.2 0.2
C -1.95535 -2.02878 -1.96574 0.0 -0.3 -0.1
C 4.87919 1.71228 -3.93389 0.1 0.0 0.1
C -0.93012 -1.04075 -2.04363 0.6 -0.2 0.1
C -0.06269 2.76317 -1.03177 0.4 -0.1 0.1
C -3.31166 -1.65018 -2.05769 -0.1 0.1 0.0
C 1.23825 3.75632 0.76181 -0.1 0.0 -0.1
C 1.23721 0.49944 2.16218 0.1 0.2 0.0
C 0.10972 3.74135 1.58982 0.0 0.0 -0.1
C 1.11654 3.28079 -0.54224 0.3 0.3 0.3
C 3.48752 0.04973 -2.26942 -0.1 -0.4 0.2
C -4.30193 -2.62282 -1.94200 -0.1 0.0 0.0
C -3.86397 -0.94805 1.68975 0.1 0.0 0.0
C 5.55988 1.01783 -2.91325 -0.1 0.1 -0.1
C -2.61184 -4.33492 -1.64067 -0.2 0.0 0.0
C -3.95596 -3.93537 -1.73523 0.1 -0.2 0.0
H -0.57834 -2.42955 2.13614 0.0 -0.1 0.0
H -1.56111 1.42474 3.85139 0.0 0.0 0.1
H 1.72132 1.40165 2.55090 0.0 -0.1 0.0
H 2.81558 -1.39779 -0.71748 -0.1 0.1 0.1
H -4.73943 -4.67732 -1.64620 0.0 0.0 0.0
H -1.59058 0.27587 5.20425 0.0 0.1 0.0
H 0.73618 -2.04817 5.36550 0.1 0.0 0.0
H -4.11534 -0.37359 2.57756 0.0 0.0 0.0
H 5.37095 -0.36885 -1.28820 0.0 0.0 0.0
H 1.95186 -2.09486 4.07388 0.0 0.0 0.1
H -2.35820 -5.37283 -1.47817 0.0 0.0 0.0
H 2.01908 -0.18998 1.83459 0.0 0.0 -0.1
H -0.59245 -3.68152 -1.70927 0.0 0.0 0.0
H -0.34544 1.53403 5.13849 -0.1 -0.1 -0.1
H 6.62711 1.14184 -2.79790 0.0 0.0 0.0
H 3.00251 2.14053 -4.90444 0.0 0.0 0.0
H 5.44299 2.35694 -4.59697 0.0 0.0 0.0
H -5.33435 -2.30911 -2.01508 0.0 0.0 0.0
H -3.99568 -2.01015 1.87586 0.0 0.0 0.0
H 1.96792 -0.78311 5.26311 0.0 -0.1 0.0
H -4.50617 -0.64512 0.86570 0.0 0.0 0.0
H -2.96042 0.20325 -2.21846 0.0 0.0 -0.1
H 0.61830 0.78683 1.30650 0.1 0.0 0.0
H -1.84377 -1.95035 3.27226 0.0 0.0 0.0
```
Forces are in eV/Å.

Net charge = +1
Molecular weight = 848.02 Da
HOMO-LUMO gap = 5.7 eV
Relative energy (zero: lowest compared OMol25 entry of this formula, charge and spin) = 329.9 kJ/mol
Lowest unoccupied orbital energy = -4.6982 eV
E_HOMO = -10.35 eV

=====

No. 3
DFT (ωB97M-V with the def2-TZVPD basis set) results for a 10-piece molecular cluster, C12H44O10 overall in a non-equilibrium geometry.

The geometry in XYZ format:
```
66
Properties=species:S:1:pos:R:3:forces:R:3
O -3.11729 1.30815 -2.71763 0.2 0.4 0.3
O 2.72464 -1.30626 -2.10686 -0.2 0.1 -0.2
O -0.42359 0.65556 -1.83028 -0.1 -0.2 -0.1
O 2.45794 2.86092 -0.85270 0.6 -1.1 0.4
O 1.98135 1.17006 -3.20730 0.0 0.5 -0.5
O 3.53930 -0.27672 0.49399 0.8 -0.4 0.4
O 0.84591 -0.19717 1.81670 0.4 0.7 -0.1
O 0.00979 2.43203 0.36078 -0.2 0.3 -1.1
O -4.28409 -1.10376 -2.39750 -0.2 -1.0 0.4
O 5.45007 -0.45390 2.61609 -0.5 0.4 0.9
C -3.43838 -2.00574 -1.62726 2.2 2.1 -0.1
C -2.48147 -2.75511 -2.53513 -1.2 -1.6 -0.5
C 0.26112 -1.46094 1.78624 -1.6 -0.5 0.0
C -4.24349 -2.82805 -0.67459 -0.8 -1.6 0.7
C 4.02795 -0.94531 4.56906 -0.4 -0.6 -0.4
C -3.01231 3.67523 -2.75364 -0.1 -1.3 -1.2
C -3.78728 2.48171 -2.24813 -1.1 0.0 0.4
C -1.24122 -1.28033 2.13096 -0.2 1.0 -1.1
C 5.24899 1.23580 4.39408 0.6 0.3 -0.8
C 0.39426 -2.18446 0.43170 -0.1 -1.8 2.2
C -4.00146 2.50071 -0.71224 2.2 0.7 -0.5
C 4.54411 0.14318 3.63915 0.6 -1.4 0.4
H -1.28154 0.79064 -2.27637 0.1 0.1 0.0
H 6.09772 0.77657 4.92194 0.0 0.4 -0.2
H -3.02867 2.85248 -0.25620 -1.0 -0.3 -0.2
H -5.12064 -1.56491 -2.46291 -0.5 0.1 -0.4
H -3.08049 3.56274 -3.86262 0.4 0.5 0.7
H -1.81514 -2.20282 2.17354 0.2 -0.2 0.0
H -0.15886 1.76110 1.02760 0.2 -0.4 0.0
H -3.73132 0.56411 -2.64080 0.1 -0.2 0.0
H 3.65371 0.50246 3.11951 0.4 0.1 -0.4
H -1.73583 -2.15957 -3.04806 -0.4 0.4 -0.4
H 2.43494 -0.52087 -2.62155 0.2 -0.3 0.3
H -3.72247 -3.50947 0.08860 -0.2 1.1 -1.4
H -4.79321 -2.10675 -0.10030 -0.5 0.2 0.6
H 2.15894 1.86251 -2.53090 0.0 -0.1 0.1
H -2.81438 -1.24650 -1.04899 -0.6 -1.1 -0.4
H 6.18135 -0.92981 3.06144 -0.7 0.5 -0.2
H -4.16460 1.51478 -0.34206 -0.4 -0.8 0.3
H -5.01249 -3.47257 -1.19072 0.8 0.5 0.2
H -1.90369 -3.39218 -1.89276 0.4 -0.6 0.4
H -1.39066 -0.74209 3.05559 0.3 0.0 0.5
H -0.20922 -1.79897 -0.33263 -0.6 1.2 -1.1
H 3.59451 -1.68991 3.90135 0.0 -0.4 0.2
H 0.27240 0.52514 -2.49964 -0.4 0.3 0.2
H -1.97251 3.56966 -2.42594 -0.1 0.4 0.0
H -3.48919 4.58879 -2.45089 0.1 0.5 0.2
H 2.86375 2.11398 -0.31674 -0.9 1.3 -0.8
H 2.00935 -1.95021 -2.17414 0.1 0.2 0.0
H 1.61262 3.09115 -0.41185 0.5 -0.5 0.2
H 1.89565 1.63435 -4.06101 0.1 -0.3 0.6
H -0.04376 1.97577 -0.52247 -0.3 -0.1 1.1
H 0.59977 -2.07450 2.63645 0.6 -0.1 -0.4
H 4.72511 -1.45233 5.28159 -0.2 0.7 -0.7
H 1.71000 -0.23293 1.37183 0.1 0.0 0.0
H -1.74283 -0.61897 1.39025 0.4 -0.4 0.0
H 3.47246 -0.83005 -0.29030 -0.5 0.0 -0.7
H 4.36518 -0.61794 0.90463 -0.6 0.6 0.2
H 1.40115 -2.40477 0.10426 0.4 0.4 0.0
H -4.78732 3.16934 -0.38091 -0.2 0.1 -0.2
H 3.17382 -0.53914 5.10269 0.0 0.1 0.4
H -3.05453 -3.47318 -3.22989 0.9 1.2 0.7
H -4.78090 2.49555 -2.73771 0.2 0.0 0.2
H 4.64061 1.73687 5.14908 -0.2 -0.1 -0.2
H -0.05914 -3.17315 0.62712 0.2 0.0 -0.1
H 5.57547 1.94995 3.61541 0.2 0.0 0.8
```
Forces are in eV/Å.

Net charge = 0
Molecular weight = 348.47 Da
HOMO-LUMO gap = 10.3 eV
Relative energy (zero: lowest compared OMol25 entry of this formula, charge and spin) = 0.0 kJ/mol
Lowest unoccupied orbital energy = 0.5063 eV
SMILES = CC(C)O.CC(C)O.CC(C)O.CC(C)O.O.O.O.O.O.O
E_HOMO = -9.84 eV